A molecular structure, C18H10Cl5PS2SbSe4Zr in a non-equilibrium geometry. Source: the Open Molecules 2025 dataset; level of theory: ωB97M-V/def2-TZVPD.

```
! wB97M-V def2-TZVPD RIJCOSX def2/J DEFGRID3
* xyz -1 1
Zr -1.65 1.08 1.08
Cl -0.44 2.69 3.72
C 0.00 3.53 2.25
C -0.74 3.17 1.16
C -0.36 3.68 -0.04
Cl -1.25 3.00 -1.40
C 0.68 4.59 -0.20
Cl 1.06 5.25 -1.73
C 1.40 4.94 0.94
Cl 2.69 6.07 0.82
C 1.09 4.39 2.19
Cl 2.01 4.76 3.59
Se 2.13 1.73 -2.53
Sb 3.54 0.93 -0.80
Se 0.38 0.00 0.82
Se 3.96 2.33 1.08
Se 4.47 -1.24 -0.93
S -2.95 -0.89 -0.42
P -4.00 -0.59 1.26
S -2.80 -0.55 2.89
C -5.43 -1.67 1.50
C -6.42 -1.70 0.52
C -7.54 -2.50 0.69
C -7.67 -3.27 1.84
C -6.68 -3.25 2.81
C -5.56 -2.45 2.64
C -4.61 1.14 1.08
C -4.89 1.65 -0.19
C -5.20 2.99 -0.35
C -5.21 3.84 0.75
C -4.94 3.34 2.01
C -4.65 1.99 2.18
H -6.31 -1.10 -0.38
H -8.30 -2.52 -0.07
H -8.54 -3.90 1.97
H -6.78 -3.85 3.70
H -4.79 -2.41 3.40
H -4.82 1.01 -1.05
H -5.40 3.38 -1.34
H -5.42 4.90 0.62
H -4.93 4.00 2.87
H -4.43 1.61 3.17
*
```

Properties
**Max |F|**: 1.2 eV/A
**ΔE to the lowest compared entry with this formula, charge and spin**: 0.1371 eV
**E_LUMO**: 1.2104 eV
**Orbital gap**: 5.6 eV

A molecular structure, C18H10CuNOS4. Source: the Open Molecules 2025 dataset; level of theory: ωB97M-V/def2-TZVPD.

```
! wB97M-V def2-TZVPD RIJCOSX def2/J DEFGRID3
* xyz -1 2
Cu -0.29 0.43 1.10
C 1.48 4.35 0.72
C 2.00 4.27 -0.57
C 1.83 3.10 -1.29
C 1.14 2.02 -0.72
C 0.61 2.09 0.58
C 0.80 3.28 1.28
C 0.93 0.75 -1.44
C 1.39 0.50 -2.76
C 1.15 -0.70 -3.35
C 0.44 -1.70 -2.64
C 0.15 -2.97 -3.18
C -0.54 -3.89 -2.45
C -0.97 -3.58 -1.14
C -0.70 -2.36 -0.59
C 0.01 -1.39 -1.34
N 0.27 -0.18 -0.77
H 1.61 5.27 1.29
H 2.53 5.10 -1.01
H 2.23 3.04 -2.30
H 0.41 3.37 2.28
H 1.93 1.27 -3.29
H 1.50 -0.90 -4.35
H 0.49 -3.20 -4.19
H -0.76 -4.87 -2.87
H -1.51 -4.31 -0.56
H -1.02 -2.10 0.41
O -3.52 -1.58 6.63
C -2.96 -1.30 5.60
S -1.25 -1.58 5.30
C -1.16 -0.86 3.70
C -2.33 -0.38 3.19
S -2.52 0.39 1.64
S -3.75 -0.54 4.21
S 0.38 -0.81 2.90
*
```

Properties
**Max |F|**: 0.3 eV/A
**E_LUMO (spin up / spin down)**: 2.1490 / 2.1716 eV
**Orbital gap (spin up / spin down)**: 5.7 / 6.0 eV

A molecular structure, C18H11AsN4O2S10W in a non-equilibrium geometry. Source: the Open Molecules 2025 dataset; level of theory: ωB97M-V/def2-TZVPD.

```
! wB97M-V def2-TZVPD RIJCOSX def2/J DEFGRID3
* xyz 0 1
W -1.40 0.59 -0.38
O -6.48 -2.15 3.64
C -5.54 -1.77 2.99
S -5.19 -2.36 1.35
C -3.74 -1.41 1.13
C -3.37 -0.59 2.13
S -1.95 0.39 2.02
S -4.37 -0.56 3.56
S -2.77 -1.57 -0.29
O 0.05 1.62 0.68
N 1.24 2.19 0.51
C 1.68 2.85 1.61
C 2.87 3.50 1.60
C 3.64 3.49 0.42
C 3.16 2.83 -0.67
C 1.93 2.14 -0.66
S 1.33 1.31 -2.01
H 1.00 2.80 2.44
H 3.20 4.02 2.49
H 4.58 4.01 0.38
H 3.71 2.81 -1.60
N 1.20 -2.63 -1.28
C 1.73 -2.52 0.00
C 2.74 -3.21 0.64
C 3.03 -2.82 1.94
C 2.32 -1.79 2.57
C 1.31 -1.11 1.93
C 1.01 -1.48 0.63
N 0.08 -1.01 -0.28
C 0.23 -1.70 -1.39
C -0.57 -1.31 -2.52
C -0.62 -1.79 -3.77
S -1.72 -0.92 -4.78
C -2.15 0.22 -3.39
N -1.37 -0.20 -2.24
H 1.50 -3.25 -2.00
H 3.29 -4.00 0.16
H 3.82 -3.33 2.48
H 2.57 -1.53 3.59
H 0.75 -0.32 2.42
H -0.04 -2.61 -4.17
H -3.21 0.12 -3.17
S -1.85 1.97 -3.89
As -1.04 2.64 -1.95
S -3.64 1.16 -0.75
S -2.70 2.78 -0.07
S -0.24 4.51 -2.04
*
```

Properties
**Max |F|**: 1.1 eV/A
**ΔE to the lowest compared entry with this formula, charge and spin**: 0.5916 eV
**E_LUMO**: -1.7122 eV
**Orbital gap**: 5.5 eV

What is the formula in the second record?
C18H10CuNOS4

Which of these has the lowest max |F|?
C18H10CuNOS4